No. 1
{
  "formula": "C33H41MnN7O4P2S3",
  "method": "ωB97M-V/def2-TZVPD",
  "symbols": ["Mn", "C", "P", "C", "C", "C", "C", "C", "C", "C", "P", "C", "C", "H", "H", "H", "H", "H", "H", "H", "H", "H", "H", "H", "H", "H", "H", "H", "H", "N", "C", "C", "C", "C", "C", "C", "N", "C", "C", "C", "S", "C", "N", "H", "H", "H", "H", "H", "H", "H", "C", "C", "S", "O", "O", "C", "C", "N", "C", "N", "C", "C", "N", "O", "O", "C", "H", "H", "H", "H", "H", "H", "H", "H", "H", "H", "H", "H", "H", "S", "C", "N", "C", "C", "C", "C", "H", "H", "H", "H", "H"],
  "xyz": [[0.63326, 1.33717, 0.86119], [-0.09330, 0.51908, 4.63968], [1.11197, 1.00907, 3.35770], [1.95079, 2.38729, 4.23693], [2.40909, -0.28827, 3.39117], [2.50734, -1.17344, 4.46302], [3.54642, -2.08902, 4.53380], [4.50810, -2.12626, 3.53554], [4.41490, -1.26027, 2.45796], [3.36823, -0.34485, 2.36516], [3.22220, 0.80314, 0.94893], [4.56462, 2.00783, 1.28997], [3.94999, -0.05193, -0.49416], [0.39063, 0.46475, 5.61414], [-0.57322, -0.43003, 4.40370], [-0.85964, 1.29415, 4.68909], [2.46073, 2.00141, 5.11929], [1.19602, 3.11013, 4.55196], [2.67381, 2.89077, 3.59763], [1.77174, -1.15868, 5.25564], [3.60987, -2.76382, 5.37704], [5.33083, -2.82627, 3.59842], [5.16980, -1.30552, 1.68264], [5.49750, 1.46387, 1.44159], [4.36017, 2.60696, 2.17430], [4.67448, 2.67197, 0.43165], [4.94513, -0.43887, -0.27897], [4.03843, 0.69220, -1.28752], [3.30636, -0.85090, -0.85949], [1.28334, 2.97646, -3.07597], [1.14765, 1.71155, -3.62497], [1.15044, 1.25223, -4.93729], [0.96631, -0.10289, -5.11371], [0.78516, -0.97291, -4.02477], [0.78328, -0.51388, -2.72529], [0.96981, 0.85493, -2.53231], [1.00416, 1.60010, -1.36447], [1.18528, 2.85092, -1.73193], [1.20362, 3.94273, -0.76877], [1.37667, 5.27358, -0.99781], [1.25872, 6.14137, 0.46353], [0.98751, 4.68019, 1.29894], [0.98347, 3.61548, 0.55155], [1.41183, 3.83275, -3.58901], [1.28515, 1.91881, -5.77833], [0.95457, -0.50749, -6.11620], [0.64099, -2.02703, -4.21906], [0.62249, -1.16800, -1.87740], [1.56113, 5.78125, -1.93073], [0.83029, 4.66213, 2.36731], [-5.46471, -2.54192, -5.19703], [-4.83170, -2.49883, -3.81156], [-4.71434, -0.79288, -3.27264], [-3.44775, -0.24853, -3.71593], [-5.92428, -0.09171, -3.59898], [-4.60018, -0.86250, -1.47433], [-4.68148, 0.58385, -0.96612], [-3.58855, 0.91020, -0.05118], [-2.47473, 1.58025, -0.39678], [-1.65604, 1.72280, 0.65089], [-2.28539, 1.13312, 1.70971], [-3.47575, 0.62920, 1.29443], [-4.34440, -0.21679, 2.04737], [-5.27252, -0.74664, 1.46549], [-3.99816, -0.45656, 3.18542], [-2.24839, 2.12461, -1.75860], [-5.50356, -3.56958, -5.55263], [-4.88611, -1.95004, -5.90531], [-6.47609, -2.14315, -5.16672], [-3.80949, -2.87467, -3.80697], [-5.42856, -3.02833, -3.06794], [-3.63052, -1.31226, -1.25753], [-5.39978, -1.47833, -1.06995], [-5.62903, 0.75759, -0.46974], [-4.60825, 1.28014, -1.79936], [-1.87413, 1.09045, 2.70189], [-3.04181, 2.82587, -2.02478], [-2.25007, 1.33600, -2.51436], [-1.30408, 2.65537, -1.77483], [-0.38446, -1.20756, 0.91958], [0.38651, -2.72190, 1.05989], [-0.38968, -3.78121, 1.40802], [0.05631, -5.05313, 1.52745], [1.36761, -5.33948, 1.30593], [2.22652, -4.28101, 0.96668], [1.74797, -3.00055, 0.84956], [-1.36494, -3.57718, 1.59009], [-0.67575, -5.79707, 1.80543], [1.72827, -6.35238, 1.39527], [3.27657, -4.48122, 0.79662], [2.39684, -2.17793, 0.60228]],
  "mulliken_charge": [1.44, -1.94, 1.42, -1.30, 0.70, -0.72, -0.90, -0.90, -0.62, -0.19, 1.52, -1.39, -1.59, 0.60, 0.40, 0.52, 0.40, 0.42, 0.20, 0.35, 0.46, 0.47, 0.35, 0.45, 0.28, 0.46, 0.66, 0.47, 0.29, 0.01, 0.97, -1.24, -0.61, -0.83, -0.28, -0.78, 1.61, -0.46, -0.77, -0.27, -0.12, -0.52, 0.50, 0.25, 0.49, 0.44, 0.49, 0.26, 0.42, 0.38, -1.22, -0.43, 1.05, -0.62, -0.67, -0.50, -1.53, 0.30, 0.89, -0.51, -0.97, 0.41, 0.99, -0.60, -0.61, -1.06, 0.38, 0.34, 0.35, 0.38, 0.38, 0.26, 0.67, 0.32, 0.75, 0.41, 0.67, 0.10, -0.21, -0.02, -0.06, 0.00, -0.35, -0.77, -0.38, -0.28, 0.21, 0.47, 0.44, 0.51, 0.27],
  "homo_energy_ev": [-12.9, -13.3],
  "charge": 2,
  "de_lowest_kcal_mol": 0.00,
  "spin_multiplicity": 6
}

***

No. 2
{
  "formula": "C3H4S2",
  "method": "ωB97M-V/def2-TZVPD",
  "symbols": ["C", "C", "C", "S", "S", "H", "H", "H", "H"],
  "xyz": [[-0.63330, -1.84212, 1.15264], [0.44436, -1.33960, 1.17315], [0.73527, 0.77042, -0.75855], [-0.80459, 1.34915, -0.14064], [1.13732, 1.17934, -2.35120], [-1.63591, -2.15974, 1.28334], [-0.80471, 1.15033, 1.16313], [1.44932, -1.06079, 1.17400], [0.11224, 1.95301, -2.69586]],
  "mulliken_charge": [-0.15, -0.68, -0.04, -0.15, -0.10, 0.38, 0.16, 0.47, 0.11],
  "homo_energy_ev": -8.8,
  "charge": 0,
  "de_lowest_kcal_mol": 97.81
}

***

No. 3
{
  "formula": "C39H37N6Ni",
  "method": "ωB97M-V/def2-TZVPD",
  "symbols": ["Ni", "C", "C", "C", "C", "C", "C", "N", "C", "C", "C", "C", "C", "N", "C", "C", "C", "C", "C", "C", "N", "H", "H", "H", "H", "H", "H", "H", "H", "H", "H", "H", "H", "H", "H", "H", "C", "C", "C", "C", "C", "C", "C", "N", "C", "N", "C", "C", "C", "C", "C", "C", "C", "N", "C", "C", "C", "C", "C", "C", "C", "H", "H", "H", "H", "H", "H", "H", "H", "H", "H", "H", "H", "H", "H", "H", "H", "H", "H", "H", "H", "H", "H"],
  "xyz": [[0.13743, -0.00025, -0.01595], [-0.18668, 2.47700, 2.52700], [-1.42095, 2.33414, 1.70310], [-2.54238, 3.09440, 2.02619], [-3.68493, 2.98040, 1.25672], [-3.70725, 2.04350, 0.24332], [-2.58518, 1.24315, 0.03412], [-1.43541, 1.44405, 0.71158], [-2.64002, 0.05215, -0.81115], [-3.85660, -0.52251, -1.17614], [-3.86908, -1.77474, -1.76013], [-2.66106, -2.41000, -1.99697], [-1.47773, -1.77131, -1.63905], [-1.46903, -0.56601, -1.04614], [-0.17562, -2.42860, -1.78141], [0.02935, -3.43427, -2.72293], [1.24135, -4.09700, -2.73005], [2.18147, -3.76153, -1.77219], [1.93527, -2.70625, -0.89963], [2.95306, -2.32399, 0.12017], [0.78900, -2.02313, -0.93685], [0.00801, 3.51929, 2.76916], [0.64937, 2.04944, 1.98904], [-0.30938, 1.93064, 3.46156], [-2.51276, 3.77642, 2.86117], [-4.55392, 3.58866, 1.45458], [-4.59004, 1.93490, -0.36683], [-4.78682, -0.02685, -0.95385], [-4.80472, -2.25786, -1.99340], [-2.65259, -3.40724, -2.40560], [-0.74437, -3.67733, -3.43416], [1.44332, -4.86068, -3.46359], [3.10377, -4.31331, -1.70683], [3.84188, -2.94320, 0.05225], [2.51319, -2.43735, 1.10881], [3.23619, -1.28376, -0.01065], [2.87501, 2.39974, 4.38969], [4.18781, 1.70820, 4.19648], [5.05667, 1.51410, 5.26350], [6.26281, 0.85670, 5.09806], [6.63496, 0.39509, 3.84529], [5.79468, 0.59862, 2.76633], [4.57025, 1.23434, 2.93617], [3.73892, 1.43641, 1.79818], [2.60622, 0.72870, 1.51798], [2.26017, -0.15703, 2.48123], [1.11935, -0.95936, 2.62433], [0.02770, -0.86096, 1.76143], [-1.10517, -1.62154, 2.01405], [-1.14158, -2.50745, 3.07808], [-0.03548, -2.63637, 3.89628], [1.10342, -1.87516, 3.69390], [2.28737, -2.05791, 4.60221], [1.94952, 0.87873, 0.39231], [2.32222, 1.91448, -0.50083], [2.42675, 3.23211, -0.04020], [2.82015, 4.26234, -0.87011], [3.07860, 4.00708, -2.20539], [2.94553, 2.71575, -2.68322], [2.59138, 1.65722, -1.85712], [2.54140, 0.27602, -2.42819], [2.87797, 2.98615, 5.30402], [2.06736, 1.67091, 4.45819], [2.66810, 3.06037, 3.55140], [4.78362, 1.89215, 6.23836], [6.91992, 0.71159, 5.94186], [7.57619, -0.11380, 3.70851], [6.07917, 0.26503, 1.77900], [4.15523, 1.94038, 1.02668], [2.95344, -0.26088, 3.21177], [-1.98422, -1.53770, 1.38922], [-2.02245, -3.10429, 3.25643], [-0.06503, -3.33827, 4.71491], [2.09113, -2.87182, 5.29647], [2.48711, -1.16397, 5.19417], [3.19318, -2.30786, 4.05046], [2.19722, 3.44727, 0.99200], [2.91821, 5.26211, -0.47683], [3.37412, 4.80312, -2.87231], [3.13361, 2.51089, -3.72982], [2.61403, 0.30881, -3.51302], [1.61111, -0.22311, -2.14742], [3.37850, -0.31681, -2.05849]],
  "mulliken_charge": [-0.50, -0.78, 0.27, -0.85, -0.80, -0.85, 0.42, 0.27, 0.98, -1.02, -0.82, -1.19, 0.81, 0.47, 0.59, -1.01, -0.86, -0.96, 0.41, -0.75, 0.70, 0.71, -0.51, 0.39, 0.53, 0.44, 0.48, 0.32, 0.47, 0.44, 0.49, 0.46, 0.48, 0.60, 0.08, -0.18, -1.00, 1.42, -0.85, -0.64, -0.77, -0.56, -0.65, 0.64, -1.46, 1.37, 0.01, 0.03, 0.06, -1.07, -1.00, 1.69, -1.56, 2.12, -0.59, -0.01, -0.85, -0.87, -0.91, 0.51, -1.00, 0.54, 0.14, 0.10, 0.44, 0.43, 0.41, 0.51, 0.36, -0.30, 0.39, 0.47, 0.38, 0.42, 0.28, 0.33, 0.24, 0.48, 0.42, 0.44, 0.56, 0.02, 0.21],
  "homo_energy_ev": [-9.8, -10.1],
  "charge": 1,
  "spin_multiplicity": 3
}

***

No. 4
{
  "formula": "C3H14O4",
  "method": "ωB97M-V/def2-TZVPD",
  "symbols": ["C", "C", "C", "O", "H", "H", "H", "H", "H", "H", "H", "H", "O", "H", "H", "O", "H", "H", "O", "H", "H"],
  "xyz": [[-1.16506, 2.37716, 0.38061], [-1.12845, 0.93165, 0.86279], [-0.07292, 0.07184, 0.19952], [-2.42877, 0.38696, 0.47206], [-0.36389, 2.56897, -0.33519], [-0.96110, 3.03045, 1.23047], [-2.11281, 2.60440, -0.09728], [-1.14596, 0.82245, 1.94818], [-0.33127, -0.98774, 0.30813], [0.90809, 0.15213, 0.63929], [-0.11022, 0.14873, -0.88955], [-2.47791, -0.54184, 0.73021], [2.46309, 1.78651, -0.36927], [3.18905, 1.15120, -0.45873], [1.87983, 1.51228, -1.08626], [1.93457, -1.65092, -1.43930], [2.03619, -2.60021, -1.30440], [1.14846, -1.49059, -1.96660], [-0.57284, -3.39702, 0.01377], [-0.97495, -3.77690, 0.81266], [0.28687, -3.09952, 0.34887]],
  "mulliken_charge": [-1.17, 0.57, -1.01, -0.60, 0.28, 0.26, 0.35, 0.32, 0.13, 0.38, 0.23, 0.27, -0.63, 0.31, 0.31, -0.61, 0.28, 0.34, -0.64, 0.32, 0.31],
  "homo_energy_ev": -10.0,
  "charge": 0,
  "de_lowest_kcal_mol": 25.59,
  "smiles": "CC(C)O.O.O.O"
}